{"formula": "C5H10O2", "method": "ωB97M-V/def2-TZVPD", "smiles": "C=C/C(O)=C/C.O", "homo_ev": -8.2, "e_above_lowest_kcal_mol": 92.24, "species": ["O", "O", "C", "C", "C", "C", "C", "H", "H", "H", "H", "H", "H", "H", "H", "H", "H"], "coordinates": [[0.31, 1.01, -0.35], [3.13, 0.82, -2.02], [-1.23, 0.84, 1.57], [-1.77, -0.04, 2.47], [0.13, -1.86, -1.00], [-0.75, 0.28, 0.22], [-0.94, -1.06, -0.19], [0.84, -1.09, -1.34], [-1.85, 0.10, 3.53], [-1.48, 1.92, 1.62], [2.18, 0.84, -1.70], [-1.99, -1.46, -0.03], [3.60, 0.11, -1.46], [-0.39, -2.47, -1.76], [0.62, -2.47, -0.13], [-1.84, -1.11, 2.04], [0.10, 1.99, -0.19]], "mulliken_charge": [-0.465, -0.661, -0.365, -0.619, -0.655, 0.688, -0.599, 0.040, 0.312, 0.270, 0.324, 0.416, 0.328, 0.307, 0.204, 0.153, 0.321]}